1.
This record from the Open Molecules 2025 dataset describes the ion C7H12N2O2PS with charge +1 at a distorted geometry. The level of theory is the ωB97M-V functional and the def2-TZVPD basis.

Last column: Löwdin charge in e.
Geometry (Å):
C1 2.78327 -0.72726 -0.95563  -0.0170
C2 3.54500 -0.28165 0.06906  -0.0513
C3 1.49916 0.46931 0.37351  -0.2091
C4 0.45000 1.27732 1.02316  -0.0506
C5 -0.95396 0.89519 0.48183  -0.3609
C6 -1.98029 1.98544 0.90286  -0.0156
C7 -0.99220 -2.83471 -1.76733  -0.0778
N1 1.45780 -0.24700 -0.77046  -0.0164
N2 2.75921 0.41193 0.90426  0.1483
O1 -0.76199 0.87936 -0.95853  -0.2159
O2 -0.86602 -1.54210 -1.11540  -0.3082
P1 -0.06192 -0.32956 -1.77519  0.2984
S1 0.20442 -0.23718 -3.68023  0.4168
H1 3.06002 -1.17062 -1.94909  0.1484
H2 4.55136 -0.25775 0.31288  0.1209
H3 0.49480 1.33502 2.17645  0.1798
H4 0.72923 2.22623 0.74948  0.1067
H5 -1.29000 0.01368 1.00957  0.1398
H6 -1.48604 2.98178 0.76628  0.0999
H7 -2.07419 1.78056 2.02433  0.1135
H8 -2.95080 1.83547 0.39217  0.0999
H9 -0.77067 -2.75400 -2.79767  0.0310
H10 -2.09200 -3.12766 -1.47833  0.1391
H11 -0.35938 -3.60516 -1.27908  0.0965
H12 2.98434 0.63689 1.85754  0.1838

HOMO-LUMO gap, eV: 10.2
Total charge: +1
Structure (SMILES): CO[P@@]1(=S)O[C@H](C)Cc2[nH+]ccn21
Energy above the lowest of the compared OMol25 structures with the same formula, charge and spin, eV: 0.000

***

2.
This record from the Open Molecules 2025 dataset describes a cluster of 2 separate species, C11H15N in total at a distorted geometry. The level of theory is the ωB97M-V functional and the def2-TZVPD basis.

Last column: Löwdin charge in e.
Geometry (Å):
C1 -2.85109 0.58021 -1.19606  -0.1513
C2 -1.62648 -0.05781 -1.84413  -0.1709
H1 -3.30338 1.30945 -1.84440  0.0548
H2 -3.45854 -0.03377 -0.53389  0.0638
H3 -2.35303 1.15041 -0.39343  0.0568
H4 -0.83786 -0.31069 -1.15683  -0.0029
H5 -1.92532 -1.06182 -2.18876  0.0667
H6 -1.29851 0.36803 -2.79923  0.0779
C3 1.91760 2.30104 1.18851  -0.0528
C4 1.04099 -0.00521 0.53142  -0.1464
C5 1.20563 1.04996 1.51041  -0.2384
C6 0.20902 -1.02341 1.07934  -0.1940
C7 0.43338 0.66373 2.53960  -0.0764
C8 1.54048 -0.05964 -0.76592  -0.0357
C9 1.32598 -1.23876 -1.46857  -0.1193
C10 0.53192 -2.24780 -0.94515  -0.1118
C11 -0.07104 -2.18338 0.34501  -0.0127
N1 -0.21862 -0.53943 2.30531  0.0810
H7 2.19665 0.61148 -1.30580  0.1104
H8 1.97998 -1.41304 -2.31609  0.1023
H9 0.29942 -3.26785 -1.22593  0.0968
H10 2.41670 2.39265 0.21149  0.0753
H11 2.73367 2.54918 1.85320  0.0654
H12 0.34762 1.21075 3.46959  0.1239
H13 -0.80649 -0.84287 3.06074  0.1462
H14 -0.64115 -3.06484 0.49614  0.0908
H15 1.21247 3.16342 1.39342  0.1005

HOMO-LUMO gap, eV: 8.7
Total charge: 0
Structure (SMILES): Cc1c[nH]c2ccccc12.CC
Energy above the lowest of the compared OMol25 structures with the same formula, charge and spin, eV: 1.897

***

3.
This record from the Open Molecules 2025 dataset describes a cluster of 11 separate species, C20H58F6N2O13S2 in total at a distorted geometry. The level of theory is the ωB97M-V functional and the def2-TZVPD basis.

Last column: Löwdin charge in e.
Geometry (Å):
N1 2.08780 1.20197 -3.43854  0.3177
H1 1.36759 1.42650 -2.76698  0.0124
H2 2.41303 2.10152 -3.76279  0.1427
H3 1.84155 0.74078 -4.30269  0.1494
H4 2.81007 0.70169 -2.94040  0.0862
C1 -1.83802 0.00613 -3.27736  -0.6605
F1 -0.93653 -0.48270 -4.07247  0.1669
F2 -2.10111 1.26169 -3.57084  0.1680
F3 -2.96723 -0.72892 -3.23205  0.1486
S1 -1.05213 -0.03103 -1.49804  0.7574
O1 -2.21873 0.09947 -0.60674  -0.2981
O2 -0.23213 -1.24662 -1.37380  -0.3145
N2 0.14157 1.30777 -1.66313  -0.3302
S2 0.15433 1.63262 -0.06253  0.5922
O3 -0.77141 2.69741 0.31387  -0.2949
O4 0.15991 0.57792 0.89086  -0.2738
C2 1.90237 2.47808 0.09871  -0.6526
F4 2.76347 1.49781 0.33094  0.1088
F5 2.28433 3.00724 -1.06303  0.1236
F6 1.98444 3.41908 1.00067  0.1799
O5 -0.35015 3.38420 -3.27879  -0.0781
H5 -1.17312 3.78743 -3.00244  -0.0106
H6 -0.30562 2.56614 -2.78378  -0.0761
O6 -2.36871 4.56614 -1.78128  -0.0402
H7 -3.21390 4.43367 -1.35194  0.0376
H8 -1.75197 4.05104 -1.26115  0.0019
O7 2.86219 5.85591 3.89403  -0.0504
H9 2.39860 5.23976 3.32686  0.0144
H10 2.16798 6.35610 4.32310  0.0310
C3 -4.42565 -2.32945 -0.41211  -0.0452
C4 -3.41348 -2.84509 0.56186  -0.4547
C5 -3.43303 -2.12195 1.93076  -0.0545
O8 -3.63631 -4.24473 0.93561  -0.0741
H11 -4.43407 -2.91513 -1.33136  0.0770
H12 -4.22149 -1.31161 -0.74439  0.0549
H13 -5.39395 -2.30398 0.08774  0.0862
H14 -2.38451 -2.78971 0.20657  0.1023
H15 -4.45993 -2.11863 2.29622  0.0810
H16 -2.98159 -1.14214 1.77494  0.0663
H17 -2.85849 -2.61758 2.71329  0.0699
H18 -3.25206 -4.49512 1.77897  0.0680
C6 6.22465 2.00166 -2.61244  -0.0345
C7 5.77231 0.89916 -1.66283  -0.4544
C8 5.66055 1.27754 -0.22369  -0.0688
O9 4.41616 0.49391 -1.98348  -0.0934
H19 6.80713 2.68519 -1.99470  0.0824
H20 5.37805 2.55819 -3.01449  0.0765
H21 6.86804 1.72496 -3.44766  0.0796
H22 6.54115 0.12835 -1.71605  0.1394
H23 5.03340 2.16870 -0.19884  0.0815
H24 6.65315 1.55752 0.12908  0.0907
H25 5.26361 0.47894 0.40303  0.0809
H26 4.31350 -0.45094 -1.84815  0.1016
C9 0.77642 -3.66035 2.91577  -0.0666
C10 0.39946 -2.96391 1.66716  -0.4746
C11 1.82437 -2.28226 1.17611  -0.0415
O10 0.06093 -3.74559 0.60620  -0.0449
H27 -0.10473 -4.27090 3.11298  0.0803
H28 0.86793 -2.98369 3.76539  0.0840
H29 1.67142 -4.27869 2.98443  0.0873
H30 -0.39822 -2.22502 1.74362  0.1247
H31 2.10861 -1.64475 2.01330  0.0517
H32 1.90633 -1.72682 0.24183  0.0474
H33 2.66734 -2.97324 1.16892  0.0674
H34 0.34597 -3.24434 -0.16133  0.0503
C12 -4.60524 1.68379 2.52952  -0.0648
C13 -5.13866 2.05820 1.18593  -0.4408
C14 -6.57993 2.61436 1.22388  -0.0437
O11 -4.15612 2.97129 0.53486  -0.0758
H35 -5.03493 2.34678 3.28046  0.0824
H36 -3.52025 1.78814 2.52849  0.0833
H37 -4.80542 0.64046 2.77344  0.0721
H38 -5.17090 1.13381 0.60924  0.1191
H39 -7.16344 2.55065 0.30542  0.0722
H40 -6.59168 3.69185 1.38811  0.0775
H41 -7.00498 2.09432 2.08236  0.0759
H42 -3.39524 2.42064 0.33623  0.0356
C15 -2.78500 -4.36182 -4.82545  -0.0534
C16 -1.40225 -3.90385 -4.34973  -0.4609
C17 -0.93935 -4.41917 -2.97356  -0.0414
O12 -0.39873 -4.26859 -5.32845  -0.0592
H43 -3.57606 -4.27711 -4.08037  0.0727
H44 -2.73077 -5.44936 -4.87463  0.0770
H45 -3.05618 -3.86753 -5.75832  0.0827
H46 -1.51940 -2.82037 -4.32858  0.1006
H47 -0.08809 -3.86538 -2.57763  0.0602
H48 -0.55131 -5.43728 -2.94239  0.0819
H49 -1.66526 -4.25888 -2.17640  0.0776
H50 -0.28378 -5.21497 -5.21558  0.0758
C18 2.39516 1.28555 5.63509  -0.0475
C19 3.69688 1.13119 4.79348  -0.4632
C20 3.47477 1.24575 3.26598  -0.0450
O13 4.54398 2.16654 5.24974  -0.0630
H51 2.54188 1.55135 6.68196  0.0784
H52 1.80739 0.37713 5.50322  0.0705
H53 1.78538 2.08078 5.20627  0.0731
H54 4.16457 0.22761 5.18450  0.1264
H55 4.24403 0.77346 2.65499  0.0600
H56 3.43622 2.24998 2.84392  0.0721
H57 2.58635 0.64680 3.06583  0.0674
H58 5.26505 2.21652 4.61796  0.0814

HOMO-LUMO gap, eV: 9.0
Total charge: 0